1.
ORCA calculation (ωB97M-V/def2-TZVPD) on the molecule C6H3BrO at a distorted geometry.

XYZ file:
```
11
Properties=species:S:1:pos:R:3:lowdin_charge:R:1
C -1.3312 -0.0907 0.0053 -0.083
C -0.8144 -1.4762 0.3076 -0.106
C 0.3361 2.0527 -0.4480 0.066
C -0.3315 0.7777 -0.0485 -0.238
C 0.4361 -1.6993 0.2422 -0.269
C 1.0935 0.9869 -0.1671 -0.610
O 1.5379 -2.0123 -0.0193 0.056
Br 2.8812 0.4398 -0.3080 0.825
H -2.4297 -0.0417 -0.0211 0.105
H -1.4666 -2.0575 1.0264 0.136
H 0.0885 3.1205 -0.5694 0.117
```

The value obtained for the electronic energy is -78355.1696 eV. The calculation puts the max |F| at 4.70 eV/A. As for the LUMO energy: 0.550 eV. Its frontier orbital gap is 8.193 eV.

2.
ORCA calculation (ωB97M-V/def2-TZVPD) on the molecule C8H9BrO at a distorted geometry.

XYZ file:
```
19
Properties=species:S:1:pos:R:3:lowdin_charge:R:1
C 1.4079 -1.1209 0.3038 -0.090
C 0.7454 -1.3244 -0.8460 -0.172
C -1.8155 -0.6873 -0.0016 -0.170
C 1.1403 0.1555 1.1017 -0.175
C -1.4620 0.3551 0.9286 -0.095
C 0.1496 1.1434 -0.9840 -0.212
C -0.0497 0.9403 0.5554 -0.312
C 0.1053 -0.2261 -1.5419 -0.711
O -2.6155 -1.5585 -0.1093 0.132
Br -0.4244 -0.4294 -3.3571 0.714
H 1.9868 -1.7839 0.8638 0.078
H 0.8912 -2.3242 -1.1842 0.100
H 0.9995 -0.2204 2.2344 0.162
H 2.0036 0.6892 1.0570 0.067
H -2.1848 1.1840 0.6828 0.164
H -1.3479 -0.1222 1.8491 0.107
H -0.7331 1.7227 -1.5438 0.154
H 1.0941 1.5489 -0.9812 0.086
H 0.1093 2.0582 0.9724 0.174
```

The value obtained for the electronic energy is -80527.5900 eV. The calculation puts the max |F| at 4.31 eV/A. As for the LUMO energy (alpha / beta): 0.348 / 0.082 eV. Its frontier orbital gap (alpha / beta) is 7.434 / 7.102 eV.

3.
ORCA calculation (ωB97M-V/def2-TZVPD) on C30H37ClF2N3O7 as an isolated structure at a distorted geometry.

XYZ file:
```
80
Properties=species:S:1:pos:R:3:lowdin_charge:R:1
Cl 0.7175 -0.2145 0.1918 0.913
O 1.7855 0.1331 -0.6928 -0.358
O 0.4027 0.8733 1.1407 -0.365
O -0.4466 -0.5157 -0.6180 -0.450
O 1.0216 -1.3935 0.9481 -0.264
N -0.9818 0.9816 -4.8593 0.036
C 0.0571 0.4833 -4.1127 -0.094
C -0.0236 0.3876 -2.7051 -0.097
C -1.1880 0.7998 -2.1227 -0.189
C -2.2455 1.3285 -2.8652 -0.043
C -2.0980 1.3518 -4.2462 -0.172
H 0.9900 0.2930 -4.6224 0.094
H 0.7955 0.1246 -2.0522 0.076
H -1.1887 0.7334 -1.0447 0.080
H -3.1596 1.6012 -2.3588 0.115
H -2.9052 1.5719 -4.9291 0.093
N -2.1760 -3.1084 0.0932 0.054
C -1.6979 -2.3329 -0.9335 -0.126
C -2.4192 -2.1462 -2.0841 -0.027
C -3.6499 -2.8549 -2.2295 -0.082
C -4.1234 -3.6503 -1.2085 -0.107
C -3.3332 -3.8436 -0.0535 -0.100
H -0.7645 -1.8154 -0.7681 0.026
H -2.1339 -1.4553 -2.8636 0.087
H -4.2315 -2.7253 -3.1302 0.091
H -5.0368 -4.1913 -1.4071 0.082
H -3.6126 -4.5716 0.6937 0.092
N 6.2677 -1.6292 -1.1765 0.059
C 6.2919 -0.6724 -0.2673 -0.210
C 5.2543 0.1058 0.2319 -0.017
C 3.9957 -0.1355 -0.4254 -0.066
C 3.8897 -1.1829 -1.3325 -0.189
C 5.0308 -1.8364 -1.7229 -0.150
H 7.2659 -0.5236 0.1749 0.086
H 5.4421 0.8853 0.9555 0.096
H 3.1614 0.4252 -0.0303 0.082
H 2.9685 -1.5074 -1.7935 0.107
H 4.9148 -2.5826 -2.4950 0.105
C 1.3724 0.0380 4.0697 -0.136
O 1.1741 -0.6579 2.8408 -0.177
H 2.0738 0.8588 3.9201 0.090
H 0.4471 0.3880 4.5273 0.003
H 1.7325 -0.6554 4.8297 0.089
H 0.9975 0.0628 2.2318 -0.015
C -1.6215 -1.1286 1.7114 -0.161
O -0.6433 -1.4917 2.6604 -0.085
H -2.6587 -1.2634 2.0182 0.097
H -1.4730 -0.0731 1.4834 0.047
H -1.4624 -1.6312 0.7573 0.023
H -0.8925 -1.1872 3.5360 0.080
C 2.7629 -2.7454 -0.1398 -0.185
O 2.2471 -3.4923 0.9626 -0.064
H 1.9110 -2.1511 -0.4705 0.057
H 3.4022 -1.9471 0.2372 0.077
H 3.2516 -3.2250 -0.9879 0.094
H 2.9572 -4.1191 1.1188 0.074
F 0.9937 2.5931 3.4498 0.059
C -0.2413 2.0192 3.4235 -0.272
C -0.8069 1.4502 4.5436 -0.101
C -2.0470 0.8800 4.4340 -0.086
C -2.8012 0.8775 3.2381 -0.057
C -2.1870 1.5138 2.1376 -0.106
C -0.9149 2.0191 2.2524 -0.041
H -0.1937 1.3983 5.4311 0.127
H -2.5133 0.4785 5.3216 0.098
H -3.7651 0.4043 3.1221 0.100
H -2.7064 1.6032 1.1949 0.009
H -0.4238 2.3876 1.3639 0.113
F -2.3399 2.4347 0.5738 0.051
C -1.7023 2.8960 -0.5007 -0.241
C -2.0790 3.9373 -1.2805 -0.039
C -1.3475 4.3638 -2.3893 -0.067
C -0.1287 3.7111 -2.6492 -0.070
C 0.3338 2.6549 -1.8823 -0.052
C -0.4671 2.2241 -0.7732 -0.054
H -3.0595 4.3672 -1.1388 0.115
H -1.7338 5.1841 -2.9761 0.097
H 0.5544 4.0284 -3.4233 0.103
H 1.3015 2.2221 -2.0890 0.123
H -0.1395 1.5819 0.0309 0.015
```

As for the charge: -1. The value obtained for the electronic energy is -68439.4874 eV. The calculation puts the max |F| at 14.39 eV/A. As for the LUMO energy: 2.736 eV. Its frontier orbital gap is 7.187 eV.

4.
ORCA calculation (ωB97M-V/def2-TZVPD) on the molecule C3H10NOP at a distorted geometry.

XYZ file:
```
16
Properties=species:S:1:pos:R:3:lowdin_charge:R:1
C -1.5647 0.2427 -0.7757 -0.208
C 0.0104 -1.8842 -0.8691 0.037
C 1.4938 1.6031 0.6070 -0.185
N -0.6468 -0.4716 0.0715 -0.344
O 1.2373 -0.8520 1.8923 -0.377
P 0.4291 0.1651 1.2089 0.554
H -1.3903 0.6414 -1.8011 0.088
H -2.3137 -0.6033 -0.9823 0.098
H -2.1517 0.8019 -0.1535 0.027
H 0.3310 -1.4625 -1.8576 0.062
H 0.8199 -1.9787 -0.0707 0.047
H -0.7882 -2.6423 -0.9527 0.057
H 1.7609 2.1115 1.5490 0.037
H 2.4917 1.2071 0.2878 0.057
H 0.9567 2.2513 -0.0181 0.004
H -0.6755 0.8705 1.8642 0.047
```

The value obtained for the electronic energy is -16098.0981 eV. The calculation puts the max |F| at 4.95 eV/A. As for the LUMO energy: 0.863 eV. Its frontier orbital gap is 10.087 eV. The SMILES is CN(C)[P@H](C)=O.